C14H16Br2ClGeIrNO as an isolated structure. Source: OMol25; level of theory: ωB97M-V/def2-TZVPD.

Element x y z (Å)
Ir (-0.04046, -0.06740, -0.30033)
Br (-1.75291, 2.44892, 3.89859)
C (-2.22593, 0.73453, 3.27957)
C (-3.18084, -0.00899, 3.99638)
C (-3.57054, -1.24777, 3.58041)
Br (-4.85670, -2.20576, 4.58540)
C (-3.01724, -1.80946, 2.40455)
C (-3.34546, -3.07167, 1.86860)
C (-2.74992, -3.50662, 0.71729)
C (-1.81081, -2.68301, 0.08076)
N (-1.47711, -1.50674, 0.55926)
C (-2.05758, -1.04904, 1.70468)
C (-1.63005, 0.25277, 2.13057)
O (-0.74619, 0.90916, 1.43348)
H (-3.60667, 0.42300, 4.89142)
H (-4.07463, -3.68484, 2.38113)
H (-2.98970, -4.46963, 0.29021)
H (-1.32269, -2.98750, -0.83590)
C (-0.43390, 3.90631, -0.31075)
Ge (-1.24273, 2.66514, -1.57613)
C (-1.39923, 3.46492, -3.35657)
C (-3.00187, 2.09804, -0.94931)
C (-0.02455, 1.10883, -1.69574)
H (-1.04787, 4.80384, -0.22213)
H (0.56540, 4.19912, -0.63333)
H (-0.36354, 3.42469, 0.66486)
H (-2.01158, 4.36684, -3.31074)
H (-1.86559, 2.77068, -4.05630)
H (-0.41845, 3.73996, -3.74630)
H (-3.65781, 2.96778, -0.88321)
H (-2.93164, 1.65098, 0.04168)
H (-3.45199, 1.38047, -1.63631)
H (0.62160, 1.02648, -2.57841)
Cl (2.29306, -0.82262, 1.23735)
C (1.95117, -0.33079, -0.46552)
H (2.18228, -1.19057, -1.09390)
H (2.59189, 0.50740, -0.71406)

Output
Frontier orbital gap (spin up / spin down), eV: 7.244 / 7.217
Energy relative to the best compared isomer or geometry (same formula, charge and spin), kcal/mol: 10.06
2S+1: 2
Expectation value of S²: 0.7548
Calculated total energy, hartree: -8462.4649

C14H16Cl2NNaO7 as an isolated structure in a non-equilibrium geometry. Source: OMol25; level of theory: ωB97M-V/def2-TZVPD.

Element x y z (Å)
Na (-0.23963, 0.84230, 0.48136)
O (-1.92893, -0.42971, -0.42711)
C (-2.30187, -1.68074, 0.11240)
C (-1.35310, -2.78905, -0.33250)
N (0.01754, -2.39694, -0.08175)
C (0.93510, -2.63056, -1.17793)
C (0.50824, -1.95892, -2.50227)
O (1.04125, -2.42980, -3.52790)
O (-0.32040, -0.99725, -2.42209)
C (0.53366, -2.73525, 1.23545)
C (1.17218, -1.53205, 1.95946)
O (2.27922, -1.71574, 2.52324)
O (0.48923, -0.46548, 1.92376)
H (-1.34681, -0.60508, -1.22119)
H (-2.28143, -1.60150, 1.20703)
H (-3.32707, -1.94223, -0.18232)
H (-1.62227, -3.72460, 0.18005)
H (-1.48680, -2.94845, -1.40110)
H (1.90295, -2.19715, -0.90927)
H (1.10752, -3.69722, -1.37769)
H (-0.29889, -3.05943, 1.86998)
H (1.25963, -3.55444, 1.19045)
Cl (2.60131, 1.29622, 0.02803)
C (3.22618, 1.17872, 1.69247)
Cl (2.70674, 2.51685, 2.75382)
H (4.30412, 1.22837, 1.62581)
H (2.88838, 0.24092, 2.11477)
O (-1.91229, 3.55943, -0.83182)
C (-0.88676, 3.73053, -0.14640)
O (-0.21986, 2.87835, 0.51452)
C (-0.35983, 5.17231, -0.06257)
C (-1.17110, 6.23727, -0.43720)
C (-0.71378, 7.54852, -0.33959)
C (0.57488, 7.80498, 0.12089)
C (1.39657, 6.74186, 0.48576)
C (0.92666, 5.43340, 0.40164)
H (-2.16170, 6.00584, -0.81293)
H (-1.35918, 8.37339, -0.62598)
H (0.93575, 8.82554, 0.19487)
H (2.40376, 6.93442, 0.84205)
H (1.53944, 4.58938, 0.70123)

Output
Frontier orbital gap, eV: 6.545
Energy relative to the best compared isomer or geometry (same formula, charge and spin), kcal/mol: 11.96
2S+1: 1
Net charge: -2
Calculated total energy, hartree: -2207.3977

One molecule with the formula C14H16ClN3O2. Source: OMol25; level of theory: ωB97M-V/def2-TZVPD.

Element x y z (Å)
O (-0.89174, -2.95623, 2.11307)
C (-0.58107, -2.15324, 1.26155)
C (0.85350, -2.02205, 0.74210)
O (1.10544, -0.66444, 0.44787)
C (2.34681, -0.30642, 0.01292)
C (3.37160, -1.19497, -0.29051)
C (4.59318, -0.71815, -0.73654)
C (4.79448, 0.64250, -0.87839)
Cl (6.32174, 1.23187, -1.43540)
C (3.78113, 1.53966, -0.57314)
C (2.56649, 1.06469, -0.12742)
N (-1.43826, -1.31833, 0.65015)
C (-2.82155, -1.20009, 1.04511)
C (-3.17054, 0.21586, 1.51657)
C (-3.53683, 1.15847, 0.36232)
N (-2.48394, 1.27839, -0.60836)
C (-1.34688, 2.03058, -0.49604)
C (-0.61779, 1.78616, -1.62418)
N (-1.27575, 0.90179, -2.41768)
C (-2.38116, 0.61840, -1.78793)
H (1.53660, -2.39992, 1.51174)
H (0.94931, -2.64709, -0.15757)
H (3.23621, -2.25950, -0.18689)
H (5.38650, -1.40960, -0.97299)
H (3.94648, 2.59983, -0.68171)
H (1.76475, 1.74121, 0.12051)
H (-1.06676, -0.67671, -0.03341)
H (-3.47150, -1.49118, 0.21235)
H (-2.95893, -1.91531, 1.86003)
H (-4.02397, 0.16948, 2.19368)
H (-2.32126, 0.62030, 2.07003)
H (-4.42570, 0.78031, -0.15069)
H (-3.76515, 2.15126, 0.76283)
H (-1.16693, 2.66279, 0.34908)
H (0.32927, 2.18810, -1.92178)
H (-3.13780, -0.04842, -2.15127)

Output
Frontier orbital gap, eV: 9.308
Energy relative to the best compared isomer or geometry (same formula, charge and spin), kcal/mol: 5.03
2S+1: 1
SMILES string: O=C(COc1ccc(Cl)cc1)NCCCn1ccnc1
Calculated total energy, hartree: -1318.0425

One molecule with the formula C14H16N2O4 in a non-equilibrium geometry. Source: OMol25; level of theory: ωB97M-V/def2-TZVPD.

Element x y z (Å)
C (5.23305, 1.74707, -0.79669)
O (6.05169, 0.61660, -0.62120)
C (5.37360, -0.61224, -0.53952)
C (4.59687, -0.83441, 0.77287)
N (3.26987, -0.27119, 0.75445)
C (2.17842, -1.00444, 0.45320)
O (2.18737, -2.20097, 0.24169)
C (0.93555, -0.19276, 0.42064)
C (-0.38535, -0.65839, 0.24220)
C (-1.14853, 0.48572, 0.28311)
C (-2.57564, 0.71430, 0.16671)
C (-3.08251, 2.00950, 0.23274)
C (-4.44644, 2.21493, 0.12060)
C (-5.30374, 1.14893, -0.05521)
C (-4.80460, -0.15561, -0.12248)
O (-5.73058, -1.13321, -0.29656)
C (-5.29778, -2.47103, -0.37298)
C (-3.43806, -0.36933, -0.01108)
O (-0.32868, 1.53879, 0.46885)
N (0.94659, 1.11599, 0.55217)
H (5.89117, 2.55423, -1.11555)
H (4.73705, 2.04458, 0.13452)
H (4.47259, 1.57403, -1.56667)
H (4.68226, -0.73171, -1.38677)
H (6.16021, -1.36620, -0.61544)
H (4.47371, -1.90960, 0.92384)
H (5.16507, -0.40956, 1.60369)
H (3.13976, 0.72278, 0.86762)
H (-0.68202, -1.67575, 0.10952)
H (-2.40738, 2.83885, 0.37035)
H (-4.84402, 3.21710, 0.17105)
H (-6.36860, 1.29289, -0.14403)
H (-4.79818, -2.78488, 0.54895)
H (-6.20029, -3.06373, -0.51213)
H (-4.62756, -2.62849, -1.22387)
H (-3.02490, -1.36280, -0.05859)

Output
Frontier orbital gap, eV: 8.880
Energy relative to the best compared isomer or geometry (same formula, charge and spin), kcal/mol: 65.76
2S+1: 1
SMILES string: COCCNC(=O)c1cc(-c2cccc(OC)c2)on1
Calculated total energy, hartree: -953.5051

One molecule with the formula C14H16N2O4S3 in a non-equilibrium geometry. Source: OMol25; level of theory: ωB97M-V/def2-TZVPD.

Element x y z (Å)
C (-3.91899, -1.23961, -0.34136)
C (-2.97622, -2.36181, -0.74964)
O (-1.91758, -2.54978, 0.19667)
C (-0.91841, -1.66579, 0.17684)
O (-0.86191, -0.72685, -0.56955)
C (0.14036, -2.03009, 1.20710)
C (1.46691, -2.08153, 0.51961)
C (2.04865, -3.17406, -0.03518)
S (3.52886, -2.74071, -0.82270)
C (3.21782, -1.07238, -0.34036)
N (4.01967, -0.05282, -0.71348)
S (3.86555, 1.47758, 0.05251)
O (4.67059, 2.33224, -0.76521)
O (4.21086, 1.34037, 1.43308)
C (2.13615, 1.81039, -0.13768)
C (1.34521, 1.89565, 0.98884)
C (-0.01438, 2.10122, 0.85506)
C (-0.57158, 2.20940, -0.41509)
S (-2.28465, 2.44351, -0.71098)
C (-3.02390, 2.47455, 0.95005)
C (0.24522, 2.13553, -1.54495)
C (1.60212, 1.93579, -1.40658)
N (2.14321, -0.91284, 0.34226)
H (-3.40408, -0.28448, -0.39697)
H (-4.27914, -1.39951, 0.67240)
H (-4.76731, -1.21688, -1.01914)
H (-2.53752, -2.14457, -1.72874)
H (-3.49307, -3.32296, -0.77674)
H (-0.11524, -2.98414, 1.66479)
H (0.17312, -1.23902, 1.95736)
H (1.71383, -4.19055, -0.03458)
H (4.88647, -0.25297, -1.18415)
H (1.80850, 1.78350, 1.95556)
H (-0.62650, 2.16165, 1.74012)
H (-4.09173, 2.59154, 0.79266)
H (-2.64137, 3.32057, 1.51304)
H (-2.82774, 1.53694, 1.46162)
H (-0.20394, 2.22113, -2.52214)
H (2.25215, 1.87176, -2.26434)

Output
Frontier orbital gap, eV: 8.842
Energy relative to the best compared isomer or geometry (same formula, charge and spin), kcal/mol: 6.76
2S+1: 1
SMILES string: CCOC(=O)Cc1csc(NS(=O)(=O)c2ccc(SC)cc2)n1
Calculated total energy, hartree: -2148.1240

C14H16NO4ReS3 as an isolated structure in a non-equilibrium geometry. Source: OMol25; level of theory: ωB97M-V/def2-TZVPD.

Element x y z (Å)
Re (-0.69570, -0.89300, 0.51770)
C (-2.18610, 0.38200, 3.26850)
C (-1.26580, 0.97080, 2.24340)
C (0.04040, 1.36110, 2.57030)
C (0.80980, 2.12730, 1.69030)
C (2.21750, 2.48980, 2.02650)
C (0.24120, 2.57920, 0.50300)
C (-1.03860, 2.19360, 0.11890)
C (-1.67010, 2.74770, -1.11250)
C (-1.76660, 1.33100, 0.96070)
H (-2.51230, 1.18720, 3.92880)
H (-1.69870, -0.37210, 3.88350)
H (-3.07040, -0.05450, 2.80680)
H (0.43870, 1.10910, 3.54180)
H (2.72170, 1.66790, 2.52800)
H (2.24210, 3.34870, 2.69620)
H (2.76770, 2.75670, 1.12830)
H (0.79590, 3.25700, -0.12880)
H (-2.15090, 3.69700, -0.86650)
H (-2.43390, 2.08360, -1.50850)
H (-0.93030, 2.94160, -1.88380)
H (-2.80560, 1.12070, 0.72170)
O (1.25950, -0.24460, 0.28730)
N (2.28130, -1.08690, 0.15100)
C (3.51260, -0.59240, -0.08660)
C (4.58330, -1.42920, -0.27430)
C (4.39370, -2.81310, -0.20520)
C (3.14120, -3.30160, 0.08590)
C (2.06750, -2.42300, 0.26440)
S (0.46590, -2.95250, 0.63930)
H (3.58400, 0.48330, -0.12170)
H (5.56190, -1.01910, -0.47070)
H (5.21510, -3.49130, -0.37590)
H (2.95400, -4.35780, 0.18570)
O (-2.69780, -3.41430, -0.64470)
S (-2.94160, -2.01450, -0.60910)
O (-2.53280, -1.43500, 0.73970)
O (-4.15950, -1.45860, -1.07510)
S (-1.32680, -1.16320, -1.69420)

Output
Frontier orbital gap (spin up / spin down), eV: 6.575 / 6.707
Energy relative to the best compared isomer or geometry (same formula, charge and spin), kcal/mol: 13.65
2S+1: 2
Expectation value of S²: 0.7609
Net charge: +1
Calculated total energy, hartree: -2171.3611